Here is a structure of composition C8H5Cl2FO from OMol25. Energies are from ωB97M-V/def2-TZVPD.

```
17
Properties=species:S:1:pos:R:3:forces:R:3
C 2.4666 0.5685 0.1812 -2.27 -1.18 0.05
C 2.1112 -0.5058 1.0034 1.46 -0.83 0.63
C 1.5185 1.0270 -0.6937 -3.00 0.78 -0.60
C 0.8644 -1.0958 0.9204 1.41 2.02 -1.85
C 0.2206 0.4356 -0.8620 2.51 0.79 1.48
C -0.0810 -0.6369 -0.0044 -1.04 0.25 -1.47
C -1.3587 -1.2870 -0.1214 3.40 4.45 0.53
C -2.5761 0.2643 -0.3586 -2.35 0.77 -1.43
O -1.9004 -2.3029 -0.1498 -2.77 -3.93 0.00
F -2.8363 0.5776 -1.6709 0.82 -0.98 0.30
Cl -1.9869 1.7272 0.3102 -0.42 0.27 1.38
Cl -4.1402 -0.2588 0.2567 0.75 -0.16 0.38
H 3.2954 1.1430 0.3740 2.05 0.95 0.27
H 2.9383 -0.8560 1.6952 -1.52 0.18 -0.58
H 1.5422 2.0447 -1.0722 0.72 -0.19 -0.49
H 0.5134 -1.8583 1.4633 -0.53 -2.85 2.49
H -0.5910 1.0136 -1.2715 0.77 -0.36 -1.06
```
Positions in Å, forces in eV/Å.

Results
Largest force on an atom (Eh/bohr): 0.109
Multiplicity: 3
Expectation value of S²: 2.0342
Calculated total energy (hartree): -1403.11962
Molecular weight (g mol⁻¹): 207.031